Density functional theory data (ωB97M-V/def2-TZVPD) for 16 unconnected molecules or ions with the total composition C36H113N9O16.

Output
Net charge   0
F_max   3.6 eV Å⁻¹
Gap between HOMO and LUMO   8.60 eV
E_HOMO   -0.3249 Eh
Multiplicity   1
DFT total energy   -3135.71810 hartree
Relative energy (zero: lowest compared OMol25 entry of this formula, charge and spin)   465.8 kJ/mol

Positions of all 174 atoms, in Å:
C 1.8983 8.1842 -2.9812
C 0.6019 8.1913 -2.1618
C 0.5386 7.0788 -1.1127
O 0.6542 5.7911 -1.8069
C 1.0194 4.7470 -0.8508
N 0.4421 9.5306 -1.5455
H 2.8059 8.4149 -2.4233
H 1.9367 8.9601 -3.7458
H 2.0218 7.2390 -3.5098
H -0.1400 8.0840 -2.9531
H -0.3773 6.9866 -0.5290
H 1.3292 7.2436 -0.3807
H 1.0679 3.7777 -1.3471
H 0.3854 4.5983 0.0232
H 2.0332 4.8742 -0.4710
H -0.4009 9.5913 -0.9925
H 1.2414 9.5276 -0.9280
C -4.2470 -0.2486 0.4663
C -5.7019 -0.4266 0.8700
C -5.9876 -0.1433 2.3031
O -5.4482 -1.1467 3.0995
C -5.3308 -0.7292 4.4855
N -6.5445 0.3034 -0.0173
H -4.1214 -0.4109 -0.6042
H -3.5008 -0.8310 1.0068
H -3.9162 0.7873 0.5413
H -5.8381 -1.4699 0.5851
H -7.0697 -0.0509 2.3962
H -5.4853 0.7881 2.5645
H -6.3415 -0.7371 4.8935
H -4.7524 0.1574 4.7451
H -4.7372 -1.4803 5.0068
H -7.4904 0.1635 0.3081
H -6.4657 1.2888 0.1900
C 1.8605 -5.4241 3.2149
C 0.4445 -6.0527 2.9905
C -0.5566 -4.9534 2.6812
O -1.8998 -5.4368 2.9728
C -2.8726 -4.5751 2.4920
N 0.6178 -6.8211 1.7899
H 2.6416 -6.1328 3.4901
H 1.7778 -4.7573 4.0732
H 2.2802 -4.8256 2.4063
H 0.0824 -6.6775 3.8070
H -0.3690 -4.4239 1.7471
H -0.5187 -4.1600 3.4277
H -3.1269 -3.8391 3.2548
H -3.7673 -5.1704 2.3097
H -2.5770 -4.0672 1.5740
H -0.3127 -6.8679 1.4000
H 1.1686 -6.1987 1.2159
C 2.0570 -0.3496 5.5785
C 1.5516 -1.3736 4.6005
C 0.2043 -0.8667 4.0659
O -0.1443 -1.7931 3.0545
C -1.4780 -1.4032 2.7177
N 2.5643 -1.6550 3.5796
H 1.4117 -0.0865 6.4167
H 2.3486 0.5755 5.0813
H 2.9698 -0.6708 6.0803
H 1.3308 -2.2626 5.1914
H 0.3582 0.1436 3.6868
H -0.4988 -0.7100 4.8839
H -1.4396 -0.4688 2.1579
H -2.3031 -1.4661 3.4272
H -1.7100 -2.1031 1.9149
H 2.0763 -1.8484 2.7167
H 3.0044 -2.5287 3.8310
C 7.4865 -1.9841 -1.3835
C 7.8100 -3.5068 -1.4647
C 6.6946 -4.3978 -0.8272
O 6.2075 -3.9427 0.4009
C 4.7443 -4.0251 0.5457
N 8.1669 -3.8811 -2.8428
H 7.1719 -1.6736 -0.3871
H 6.6835 -1.7695 -2.0886
H 8.3501 -1.3974 -1.6968
H 8.6740 -3.7231 -0.8363
H 7.1156 -5.4023 -0.7846
H 5.9147 -4.3252 -1.5852
H 4.4062 -5.0523 0.4092
H 4.2150 -3.3859 -0.1611
H 4.4885 -3.6571 1.5393
H 7.4358 -4.3146 -3.3884
H 8.2334 -3.0143 -3.3569
C -1.8365 2.3387 3.5375
C -0.9926 3.6046 3.8860
C 0.0786 3.2369 4.9849
O -0.3837 2.3744 6.0999
C 0.5130 2.2507 7.1527
N -0.3304 4.1000 2.6689
H -2.4160 2.4852 2.6260
H -2.4197 1.9672 4.3801
H -1.1928 1.4860 3.3212
H -1.6150 4.3474 4.3850
H 0.6077 4.1499 5.2581
H 0.7938 2.6680 4.3908
H 0.2028 1.4334 7.8038
H 0.4639 3.2354 7.6175
H 1.5226 2.1393 6.7574
H 0.4132 3.4508 2.4554
H 0.0567 5.0319 2.7110
C -3.5255 -3.9330 -2.4508
C -2.1677 -3.1337 -2.3014
C -2.0019 -2.0045 -3.2819
O -3.1280 -1.0511 -3.1831
C -3.1404 0.0235 -4.0690
N -2.0860 -2.6200 -0.9872
H -4.3514 -3.2408 -2.2869
H -3.6155 -4.7481 -1.7327
H -3.6518 -4.3821 -3.4359
H -1.3981 -3.8980 -2.4095
H -1.8289 -2.3407 -4.3043
H -1.0422 -1.5282 -3.0814
H -4.0382 0.5768 -3.7934
H -3.3499 -0.3814 -5.0591
H -2.2246 0.6025 -3.9504
H -2.9379 -2.0820 -0.9176
H -1.3725 -1.9062 -0.9478
C -2.6745 6.5460 -3.7769
C -2.7908 5.2155 -3.0515
C -2.1522 3.9679 -3.7525
O -2.6490 3.8265 -5.0931
C -2.0981 2.7636 -5.9764
N -2.5423 5.3625 -1.6707
H -3.3390 6.5390 -4.6408
H -1.6280 6.6662 -4.0569
H -2.9505 7.4490 -3.2323
H -3.8626 5.0177 -3.0326
H -2.4884 3.0844 -3.2099
H -1.0623 3.9628 -3.7630
H -2.5400 1.7773 -5.8349
H -1.0131 2.7013 -5.8928
H -2.3380 2.9542 -7.0225
H -1.5402 5.4766 -1.7247
H -2.7412 4.5073 -1.1716
C 2.0229 -1.8323 -1.6518
C 1.5656 -1.7284 -0.1720
C 0.7606 -0.4496 -0.0243
O -0.4671 -0.4022 -0.7642
C -1.1613 0.8273 -0.7896
N 0.7554 -2.9080 0.0802
H 2.7109 -0.9983 -1.7903
H 1.1842 -1.7350 -2.3411
H 2.4814 -2.8159 -1.7540
H 2.4405 -1.6388 0.4719
H 1.3445 0.4703 -0.0555
H 0.4286 -0.3922 1.0123
H -1.7068 1.0426 -1.7083
H -0.4274 1.6315 -0.8430
H -1.6518 1.0046 0.1676
H -0.0922 -2.7705 -0.4517
H 0.3570 -2.9058 1.0083
O 1.7615 1.5090 -4.2291
H 2.0226 1.4154 -5.1453
H 1.6629 0.6103 -3.9147
O 4.5384 0.2088 0.2598
H 5.0152 0.8234 -0.2981
H 4.6691 -0.6435 -0.1557
O -3.5136 3.1919 0.5111
H -4.4401 3.1303 0.7437
H -3.2201 4.0111 0.9099
O 3.8351 -1.0187 -5.0647
H 3.2218 -0.7161 -5.7344
H 3.3656 -1.7160 -4.6069
O 3.7949 -4.7812 -3.7697
H 3.5765 -5.0130 -2.8670
H 3.0894 -5.1619 -4.2927
O 1.7774 -5.4991 -0.7007
H 0.9568 -5.9902 -0.6574
H 1.5096 -4.5808 -0.6653
O 1.4037 -2.0966 -5.2408
H 0.6328 -1.5482 -5.3860
H 1.5474 -2.5354 -6.0793